Version 1
{"formula": "C4H4ClNOS", "method": "ωB97M-V/def2-TZVPD", "charge": 0, "e_homo_ev": -8.79, "spin_multiplicity": 1, "smiles": "Cc1nc(Cl)c(O)s1", "symbols": ["C", "C", "N", "C", "Cl", "C", "O", "S", "H", "H", "H", "H"], "coordinates": [[2.291, -0.614, -0.148], [0.778, -0.401, 0.008], [-0.173, -1.176, -0.216], [-1.570, -0.453, 0.174], [-3.012, -1.270, -0.140], [-1.367, 0.859, 0.206], [-2.151, 1.905, 0.290], [0.337, 1.315, 0.244], [2.635, -0.707, 0.902], [2.550, -1.507, -0.601], [2.813, 0.216, -0.679], [-3.132, 1.833, -0.040]]}

Version 2
{"formula": "C4H4ClNOS", "method": "ωB97M-V/def2-TZVPD", "charge": 0, "e_homo_ev": -8.71, "spin_multiplicity": 1, "smiles": "ON1CC=C(Cl)C1=S", "symbols": ["O", "N", "C", "C", "C", "Cl", "C", "S", "H", "H", "H", "H"], "coordinates": [[-0.702, -1.265, -2.237], [-0.120, -0.394, -1.375], [-0.079, 0.974, -1.865], [0.199, 1.689, -0.657], [0.266, 0.895, 0.378], [0.626, 1.333, 2.054], [-0.116, -0.504, -0.034], [-0.334, -1.932, 0.824], [-0.676, -2.190, -1.780], [-1.006, 1.055, -2.499], [0.719, 1.206, -2.556], [0.519, 2.743, -0.685]]}

Most stable structure, least stable structure: version 1, version 2.

Version 1
{"formula": "C4H4N2O3", "method": "ωB97M-V/def2-TZVPD", "charge": 0, "e_homo_ev": -10.76, "spin_multiplicity": 1, "smiles": "O=C(O)Cc1ncno1", "symbols": ["O", "C", "O", "C", "C", "N", "C", "N", "O", "H", "H", "H", "H"], "coordinates": [[-3.076, -0.425, -0.574], [-1.997, -0.073, -0.159], [-1.797, 1.223, 0.127], [-0.829, -0.934, 0.277], [0.496, -0.362, 0.066], [0.817, 0.944, 0.054], [2.161, 0.898, -0.250], [2.597, -0.329, -0.372], [1.526, -1.164, -0.070], [-0.896, 1.563, -0.061], [-0.935, -1.061, 1.396], [-0.855, -1.950, -0.090], [2.787, 1.669, -0.343]]}

Version 2
{"formula": "C4H4N2O3", "method": "ωB97M-V/def2-TZVPD", "charge": 0, "e_homo_ev": [-9.08, -9.08], "spin_multiplicity": 1, "symbols": ["C", "C", "C", "C", "N", "N", "O", "O", "O", "H", "H", "H", "H"], "coordinates": [[-0.280, -1.061, -0.326], [0.550, -0.121, 0.384], [4.525, -0.348, -0.027], [0.297, -0.337, 1.888], [-1.218, -3.154, -0.836], [-0.699, -2.086, -0.769], [4.224, -0.402, 1.091], [1.326, 0.579, -0.195], [4.834, -0.301, -1.090], [-0.032, -1.283, 2.182], [-0.363, 0.420, 2.144], [1.213, -0.007, 2.392], [-1.394, -3.626, -1.657]]}

Most stable structure, least stable structure: version 1, version 2.

Version 1
{"formula": "C3H8N5", "method": "ωB97M-V/def2-TZVPD", "charge": 1, "e_homo_ev": [-13.50, -13.07], "spin_multiplicity": 1, "symbols": ["C", "C", "C", "N", "N", "N", "N", "N", "H", "H", "H", "H", "H", "H", "H", "H"], "coordinates": [[-0.129, -1.231, 0.213], [-2.187, -0.185, -0.089], [-1.253, 1.016, -0.379], [-1.368, -1.387, -0.060], [3.028, -0.285, -0.047], [2.114, 0.387, -0.318], [0.392, -0.144, 0.737], [-0.337, 0.910, 0.731], [0.529, -2.028, -0.115], [-2.486, -0.225, 0.911], [-3.058, -0.276, -0.876], [-0.670, 0.929, -1.411], [-1.903, 1.970, -0.406], [3.828, -0.236, -0.699], [3.332, -0.872, 0.726], [0.169, 1.661, 1.080]]}

Version 2
{"formula": "C3H8N5", "method": "ωB97M-V/def2-TZVPD", "charge": 1, "e_homo_ev": -14.72, "spin_multiplicity": 1, "smiles": "NC1=N[N@H+](N)N=CC1", "symbols": ["N", "C", "N", "N", "N", "N", "C", "C", "H", "H", "H", "H", "H", "H", "H", "H"], "coordinates": [[2.042, 1.154, 0.594], [0.953, 0.495, 0.274], [0.677, -0.041, -0.858], [-0.593, -0.846, -0.898], [-0.766, -1.151, -2.254], [-1.711, -0.401, -0.305], [-1.467, 0.267, 0.894], [-0.099, 0.278, 1.397], [2.447, 1.329, 1.459], [2.717, 1.244, -0.083], [-0.282, -1.811, -0.424], [-1.841, -0.878, -2.408], [-0.029, -0.653, -2.713], [-2.292, 0.629, 1.407], [-0.116, 1.016, 2.233], [0.360, -0.631, 1.685]]}

Most stable structure, least stable structure: version 2, version 1.

Version 1
{"formula": "C18H20N2O2S", "method": "ωB97M-V/def2-TZVPD", "charge": 0, "e_homo_ev": -8.56, "spin_multiplicity": 1, "smiles": "O=C(CN1CCOCC1)Nc1ccccc1Sc1ccccc1", "symbols": ["O", "C", "C", "N", "C", "C", "O", "C", "C", "N", "C", "C", "C", "C", "C", "C", "S", "C", "C", "C", "C", "C", "C", "H", "H", "H", "H", "H", "H", "H", "H", "H", "H", "H", "H", "H", "H", "H", "H", "H", "H", "H", "H"], "coordinates": [[0.294, -3.228, 0.075], [0.178, -2.313, -0.711], [-1.062, -2.138, -1.591], [-2.126, -1.383, -0.952], [-2.641, -2.004, 0.258], [-3.892, -1.241, 0.695], [-3.611, 0.121, 0.925], [-3.082, 0.717, -0.233], [-1.804, 0.008, -0.687], [1.088, -1.310, -0.867], [2.305, -1.117, -0.221], [2.868, -2.050, 0.646], [4.091, -1.800, 1.240], [4.778, -0.625, 0.983], [4.227, 0.315, 0.130], [2.998, 0.077, -0.459], [2.307, 1.309, -1.559], [1.111, 2.110, -0.513], [1.007, 1.856, 0.846], [0.047, 2.519, 1.590], [-0.801, 3.434, 0.990], [-0.685, 3.691, -0.367], [0.265, 3.031, -1.121], [-0.807, -1.638, -2.529], [-1.457, -3.133, -1.813], [-2.897, -3.042, 0.040], [-1.903, -1.988, 1.075], [-4.277, -1.638, 1.636], [-4.661, -1.334, -0.086], [-2.870, 1.757, 0.020], [-3.822, 0.676, -1.046], [-1.439, 0.478, -1.604], [-1.044, 0.121, 0.105], [0.877, -0.578, -1.539], [2.335, -2.966, 0.844], [4.512, -2.535, 1.908], [5.735, -0.437, 1.445], [4.741, 1.241, -0.081], [1.668, 1.148, 1.324], [-0.035, 2.315, 2.647], [-1.546, 3.947, 1.579], [-1.339, 4.407, -0.842], [0.364, 3.223, -2.179]]}

Version 2
{"formula": "C18H20N2O2S", "method": "ωB97M-V/def2-TZVPD", "charge": 0, "e_homo_ev": -6.45, "spin_multiplicity": 1, "symbols": ["C", "C", "C", "N", "C", "C", "C", "C", "C", "C", "C", "C", "C", "H", "H", "H", "H", "H", "H", "H", "H", "H", "H", "H", "H", "H", "H", "H", "H", "S", "C", "C", "C", "C", "N", "O", "O", "C", "C", "H", "H", "H", "H"], "coordinates": [[-3.507, -1.622, 2.705], [-3.414, -0.282, 1.970], [-2.396, 0.658, 2.611], [-1.096, -0.019, 2.806], [0.011, 0.498, 2.331], [1.297, -0.160, 2.370], [1.468, -1.516, 1.981], [2.711, -2.128, 2.114], [3.805, -1.409, 2.619], [3.653, -0.061, 2.975], [2.420, 0.565, 2.837], [-1.192, -1.254, 3.607], [-2.136, -2.252, 2.949], [-3.999, -1.462, 3.673], [-4.132, -2.312, 2.130], [-3.135, -0.456, 0.922], [-4.389, 0.216, 1.969], [-2.235, 1.551, 1.994], [-2.767, 0.956, 3.603], [-0.054, 1.528, 1.940], [0.620, -2.071, 1.567], [2.831, -3.171, 1.813], [4.776, -1.895, 2.718], [4.506, 0.502, 3.354], [2.276, 1.613, 3.108], [-0.211, -1.700, 3.786], [-1.625, -0.974, 4.579], [-2.230, -3.133, 3.593], [-1.708, -2.597, 1.999], [-0.087, 2.868, 0.008], [-0.221, 4.427, 0.582], [0.920, 5.113, 1.120], [0.767, 6.300, 1.805], [-0.514, 6.895, 1.919], [-0.685, 8.067, 2.707], [-1.834, 8.555, 2.819], [0.319, 8.568, 3.267], [-1.633, 6.293, 1.293], [-1.486, 5.106, 0.606], [1.900, 4.648, 1.030], [1.604, 6.800, 2.286], [-2.596, 6.789, 1.392], [-2.343, 4.642, 0.122]]}

Most stable structure, least stable structure: version 1, version 2.